# 1
15
Properties=species:S:1:pos:R:3:mulliken_charge:R:1 method="wB97M-V/def2-TZVPD" homo_lumo_gap_ha=0.361 molar_mass_g_mol=110.2 largest_force_ev_per_a=1.3 energy_ha=-916.6405
C 1.26980 -1.71914 -1.70050 -1.068
C 0.48837 -0.63896 -0.98816 -0.404
S -1.00494 0.04886 -1.86313 -0.251
H 0.70743 -2.64347 -1.77597 0.314
H 1.75593 -1.29848 -2.59005 0.292
H 2.19636 -1.99239 -1.17542 0.342
H 1.05268 0.29117 -0.92827 0.301
H 0.08949 -0.95292 -0.02728 0.329
H -1.76498 -1.02360 -1.76327 0.115
C -1.19545 1.58697 1.87136 -0.463
S -0.03833 1.05506 3.15033 -0.196
H -2.25381 1.54206 2.14621 0.305
H -1.10960 1.06003 0.92440 -0.001
H -1.06207 2.66129 1.71924 0.276
H 0.86914 2.02351 3.00051 0.109

=====

# 2
97
Properties=species:S:1:pos:R:3:mulliken_spin:R:1 method="wB97M-V/def2-TZVPD" homo_lumo_gap_ha="0.269 / 0.183" molar_mass_g_mol=863.1 largest_force_ev_per_a=0.1 spin_multiplicity=2 energy_ha=-2931.0839
Rb 0.19989 -0.00186 -0.35413 0.016
C -2.03797 0.80507 2.97394 0.001
C -1.83400 2.09085 2.23656 0.000
C -2.13499 3.39894 2.65714 0.000
C -1.76074 4.19065 1.59776 0.000
N -1.27734 3.38993 0.62386 0.000
N -1.31896 2.09795 1.01593 0.000
B -0.74986 3.85211 -0.75042 0.000
N 0.75883 3.54188 -0.92477 0.000
C 1.51088 3.98219 -1.95324 0.000
C 2.76256 3.42322 -1.83958 0.000
C 2.67603 2.61820 -0.69078 0.000
C 3.72466 1.73127 -0.09414 0.002
N 1.46683 2.69289 -0.14793 0.000
N -1.49589 3.17922 -1.93609 0.000
C -2.13350 3.72803 -2.98738 0.000
C -2.41807 2.72304 -3.88751 0.000
C -1.89649 1.56249 -3.29339 0.000
C -1.91193 0.15403 -3.79924 0.000
N -1.34264 1.84711 -2.12191 0.000
N -0.91619 5.38101 -0.81027 0.000
C -0.02010 6.30318 -0.39149 0.000
C -0.66041 7.51576 -0.31827 0.000
C -1.98771 7.23694 -0.70704 0.000
C -3.14727 8.17450 -0.80441 0.000
N -2.13294 5.95247 -0.98901 0.000
H -1.74864 0.90212 4.02152 0.000
H -1.44314 0.00955 2.52330 0.000
H -3.08608 0.49264 2.94973 0.000
H -2.55814 3.71741 3.59504 0.000
H -1.81460 5.25823 1.46812 0.000
H 1.10155 4.65929 -2.68571 0.000
H 3.60917 3.56434 -2.49000 0.000
H 4.67944 1.87442 -0.59920 0.001
H 3.45322 0.67689 -0.19371 0.000
H 3.86188 1.94946 0.96658 0.000
H -2.35237 4.78067 -3.00448 0.000
H -2.92602 2.81507 -4.83284 0.000
H -2.30561 0.11341 -4.81430 0.000
H -2.53815 -0.48236 -3.16758 0.000
H -0.90548 -0.26925 -3.80060 0.000
H 0.99863 6.02841 -0.17490 0.000
H -0.23590 8.46502 -0.03772 0.000
H -2.84954 9.12502 -1.24806 0.000
H -3.56653 8.38679 0.18123 0.000
H -3.93205 7.73263 -1.41613 0.000
O 3.60031 -6.27816 3.94302 -0.002
C 2.39798 -6.69062 3.47436 0.001
O 2.12562 -7.85669 3.46506 0.000
C 1.47468 -5.62334 2.98061 0.003
C 0.49405 -5.99189 2.06918 -0.018
C -0.36854 -5.04377 1.54479 0.010
C -0.26907 -3.71190 1.94366 -0.030
C 0.70029 -3.34160 2.87385 0.041
C 1.56051 -4.29225 3.38950 -0.005
N -1.07731 -2.70755 1.38258 0.005
C -2.33685 -2.82261 1.46203 0.001
C -3.25729 -1.80765 0.91009 0.002
C -4.59336 -1.83737 1.27988 0.000
C -5.42345 -0.81389 0.83986 0.000
C -4.88087 0.18324 0.05377 0.000
C -3.52978 0.11495 -0.28547 0.000
N -2.73366 -0.86373 0.12357 0.000
H 3.73172 -5.34334 3.74123 0.002
H 0.42993 -7.02921 1.76904 -0.001
H -1.11097 -5.32521 0.80775 -0.001
H 0.76425 -2.30312 3.17287 -0.001
H 2.28502 -3.98581 4.13696 0.006
H -2.80025 -3.66116 1.99506 -0.001
H -4.96683 -2.63164 1.91380 0.000
H -6.46906 -0.79515 1.11782 0.000
H -5.47859 1.01221 -0.29924 0.000
H -3.06451 0.88295 -0.89351 0.000
C 2.37800 -3.71687 -4.69392 0.000
O 2.58368 -2.55932 -3.89176 0.003
C 1.63760 -2.13744 -3.02716 -0.002
O 1.78318 -1.09963 -2.44028 -0.002
N 0.53602 -2.95651 -2.91200 0.001
N -0.38060 -2.62232 -1.91150 -0.003
H 3.21221 -3.74716 -5.38802 -0.001
H 1.44415 -3.65190 -5.25374 0.000
H 2.39645 -4.62915 -4.09065 0.001
H 0.65554 -3.93350 -3.12928 0.001
H -0.18874 -3.11657 -1.04560 0.002
H -1.32378 -2.79043 -2.23067 0.000
O 2.27028 -1.56814 0.87453 0.362
N 3.22603 -2.25096 1.30965 0.168
C 4.01437 -1.71342 2.30495 -0.125
C 5.04353 -2.41141 2.84315 0.124
C 5.33012 -3.72021 2.38341 -0.076
C 4.56325 -4.25687 1.39891 0.091
C 3.47152 -3.54899 0.81178 -0.092
S 2.52330 -4.18467 -0.38821 0.520
H 3.71945 -0.71255 2.58092 -0.004
H 5.63622 -1.95051 3.62027 0.004
H 6.15465 -4.27820 2.80545 -0.003
H 4.74532 -5.24982 1.01315 -0.002

=====

# 3
13
Properties=species:S:1:pos:R:3:mulliken_charge:R:1 method="wB97M-V/def2-TZVPD" homo_lumo_gap_ha=0.373 molar_mass_g_mol=71.1 largest_force_ev_per_a=1.3 energy_ha=-285.8528
N -0.72632 0.59913 1.65514 -0.543
H -0.56258 1.16382 0.85016 0.197
H -0.43881 0.85904 2.57918 0.145
H -1.00160 -0.35099 1.51267 0.206
O 2.43028 -0.75470 0.64906 -0.661
H 1.51385 -0.74781 0.34071 0.339
H 2.32314 -0.52440 1.57806 0.316
O 0.18332 0.95695 -1.52377 -0.577
H 0.50256 0.14782 -1.92724 0.304
H 0.76649 1.72271 -1.53850 0.295
O -1.87036 -0.91153 -0.78143 -0.624
H -1.99386 -0.01105 -0.46632 0.319
H -2.54100 -1.08838 -1.44451 0.284

=====

Energy relative to the best compared isomer or geometry (same formula, charge and spin) readings, ordered: 14.70, 5.37, 16.50 kcal per mole